[1]
# C38H33ClN2O3PPdS

C38H33ClN2O3PPdS as an isolated structure (ωB97M-V/def2-TZVPD, OMol25).

Geometry as ORCA input:
```
! RIJCOSX wB97M-V def2-TZVPD def2/J DEFGRID3
* xyz 3 5
Pd 1.3732 1.5930 -1.4396
Cl 4.0014 1.8213 -1.4872
C 4.7885 0.3240 -1.1071
C 6.1569 0.2989 -0.9057
C 6.7732 -0.9104 -0.6159
C 6.0250 -2.0767 -0.5290
C 4.6561 -2.0450 -0.7217
C 4.0162 -0.8441 -1.0326
P 2.2276 -0.7182 -1.3190
C 1.5200 -2.3301 -0.9043
C 0.7837 -3.0835 -1.8197
C 0.4094 -4.3728 -1.4780
C 0.7463 -4.9040 -0.2380
C 1.4145 -4.1236 0.6969
C 1.7792 -2.8302 0.3761
C 2.0299 -0.4220 -3.1153
C 3.0986 -0.5841 -3.9996
C 2.9081 -0.3623 -5.3521
C 1.6693 0.0386 -5.8341
C 0.6099 0.2408 -4.9589
C 0.7792 0.0259 -3.5967
H 6.7366 1.2058 -0.9699
H 7.8377 -0.9393 -0.4521
H 6.5091 -3.0159 -0.3143
H 4.0828 -2.9561 -0.6599
H 0.5440 -2.6871 -2.7968
H -0.1302 -4.9761 -2.1935
H 0.4902 -5.9256 -0.0002
H 1.6653 -4.5229 1.6682
H 2.2997 -2.2159 1.0975
H 4.0582 -0.9133 -3.6336
H 3.7282 -0.5161 -6.0344
H 1.5251 0.1921 -6.8922
H -0.3535 0.5474 -5.3382
H -0.0855 0.0888 -2.9310
O 1.9323 3.6657 -1.1798
N 1.0702 4.5691 -1.0905
N -0.1657 4.2239 -1.0741
O -0.5042 2.9796 -1.1541
C -1.1321 5.2289 -0.9741
C -0.7202 6.5728 -0.9280
C -1.6794 7.5609 -0.8970
C -3.0336 7.2246 -0.8975
C -3.4328 5.8870 -0.9233
C -2.4889 4.8855 -0.9605
H 0.3306 6.8130 -0.9290
H -1.3769 8.5979 -0.8819
H -3.7793 8.0038 -0.8817
H -4.4817 5.6345 -0.9289
H -2.7682 3.8457 -0.9978
O -0.2679 0.2393 -0.4340
S -1.2945 0.3322 0.6646
C -2.5154 -0.9610 0.1261
C -3.4626 -1.3871 1.1838
C -4.3126 -0.4625 1.8075
C -5.2577 -0.8927 2.7135
C -5.3627 -2.2486 3.0266
C -4.5118 -3.1734 2.4211
C -3.5601 -2.7431 1.5209
C -0.3817 -0.6344 1.9728
C -0.9749 -0.6464 3.3285
C -1.3687 -1.8642 3.8940
C -1.6743 -1.9382 5.2351
C -1.6284 -0.7883 6.0218
C -1.2937 0.4421 5.4533
C -0.9877 0.5171 4.1119
H -1.9322 -1.7903 -0.2724
H -3.0433 -0.4875 -0.7049
H -4.2529 0.5845 1.5538
H -5.9264 -0.1829 3.1742
H -6.1144 -2.5826 3.7256
H -4.6045 -4.2235 2.6486
H -2.9139 -3.4563 1.0339
H 0.5795 -0.1099 1.9818
H -0.2297 -1.6372 1.5795
H -1.3854 -2.7519 3.2808
H -1.9162 -2.8921 5.6760
H -1.8731 -0.8480 7.0708
H -1.2554 1.3265 6.0694
H -0.7237 1.4633 3.6620
*
```

Results
⟨S²⟩ = 6.052
Kohn-Sham gap (spin up / spin down) = 7.84 / 4.10 eV

***

[2]
# C38H33FMnN9O4

C38H33FMnN9O4 as an isolated structure (ωB97M-V/def2-TZVPD, OMol25).

Geometry as ORCA input:
```
! RIJCOSX wB97M-V def2-TZVPD def2/J DEFGRID3
* xyz -1 6
Mn 0.6159 0.5074 0.6687
C -3.2925 2.5228 0.5214
C -3.9937 2.1289 1.6589
C -3.5335 1.0574 2.3806
C -2.3522 0.4005 1.9969
N -1.6728 0.7977 0.9145
C -2.1508 1.8275 0.2006
N -1.9641 -0.6472 2.8123
C -0.8414 -1.2723 2.7728
N 0.2723 -1.1171 1.9770
C 1.2006 -2.0509 2.3476
N 2.3829 -2.3167 1.8991
C 3.0402 -1.6528 0.8839
C 4.2549 -2.2354 0.4750
C 5.0213 -1.6324 -0.4891
C 4.5802 -0.4338 -1.0460
C 3.3809 0.0775 -0.6039
N 2.6156 -0.5126 0.3254
C 0.6628 -2.8620 3.4684
C 1.2052 -3.9073 4.1922
C 0.4276 -4.4539 5.2053
C -0.8520 -3.9620 5.4744
C -1.3855 -2.9131 4.7364
C -0.6007 -2.3797 3.7312
H -3.5930 3.3776 -0.0663
H -4.8688 2.6753 1.9835
H -4.0334 0.7094 3.2729
H -1.5399 2.1248 -0.6432
H 4.5543 -3.1559 0.9557
H 5.9571 -2.0792 -0.8022
H 5.1475 0.0945 -1.7986
H 2.9970 1.0095 -1.0005
H 2.1987 -4.2738 3.9708
H 0.8168 -5.2730 5.7973
H -1.4336 -4.4053 6.2732
H -2.3732 -2.5175 4.9316
C -1.0716 1.2615 -6.8257
C -2.2339 0.8238 -5.9413
C -3.0011 -0.2966 -6.6260
C -4.0860 -0.8576 -5.7269
C -3.4668 -1.3611 -4.4566
C -3.9854 -2.4400 -3.7754
C -3.4045 -2.8548 -2.5802
F -3.9508 -3.9146 -1.9444
C -2.3228 -2.2187 -2.0447
C -1.7770 -1.1246 -2.7281
C -0.6422 -0.4102 -2.1064
O -0.1087 -0.8677 -1.0934
C -0.2557 0.8035 -2.7703
C -0.7998 1.0941 -3.9785
N -1.7680 0.3849 -4.6056
C -2.3325 -0.7034 -3.9407
C 0.7937 1.7654 -2.2354
O 1.3935 2.4665 -3.0505
O 0.8907 1.8240 -0.9697
H -1.4503 1.4610 -7.8288
H -0.3277 0.4660 -6.8877
H -0.5784 2.1644 -6.4764
H -2.9150 1.6709 -5.7960
H -2.3007 -1.0918 -6.8998
H -3.4226 0.1010 -7.5506
H -4.6318 -1.6620 -6.2216
H -4.8128 -0.0707 -5.4980
H -4.8535 -2.9640 -4.1547
H -1.8795 -2.5228 -1.1063
H -0.4172 1.9645 -4.4897
N 0.6197 2.1296 2.1912
C 0.0469 2.9815 2.7466
N -0.4961 3.9114 3.4595
C -1.6607 4.4242 3.1163
N -2.6771 4.9381 2.8934
C 3.8640 3.2749 1.4082
C 3.8612 2.5779 2.7499
O 3.8594 1.1832 2.5152
C 3.8918 0.4032 3.6935
C 2.6031 0.4608 4.5002
H 3.8504 4.3575 1.5446
H 2.9788 2.9941 0.8371
H 4.7528 3.0052 0.8361
H 2.9756 2.8742 3.3201
H 4.7535 2.8464 3.3381
H 4.7505 0.7068 4.3128
H 4.0674 -0.6215 3.3613
H 2.4532 1.4316 4.9729
H 2.6261 -0.2989 5.2842
H 1.7476 0.2719 3.8511
*
```

Results
⟨S²⟩ = 8.753
Kohn-Sham gap (spin up / spin down) = 7.14 / 7.27 eV

***

[3]
# C38H33FeN4O4SSi

C38H33FeN4O4SSi as an isolated structure (ωB97M-V/def2-TZVPD, OMol25).

Geometry as ORCA input:
```
! RIJCOSX wB97M-V def2-TZVPD def2/J DEFGRID3
* xyz 0 2
Fe 0.6901 -0.4241 0.6020
O -0.1044 -2.2509 4.1392
C 0.3433 -1.8256 3.0941
O -0.1744 -0.8939 2.3645
C 1.6441 -2.3865 2.5505
C 2.4413 -3.2210 3.3578
C 3.6239 -3.6698 2.8562
C 4.0172 -3.2904 1.5501
C 5.2409 -3.6979 0.9717
C 5.5878 -3.2844 -0.2830
C 4.7247 -2.4406 -1.0127
C 3.5328 -2.0356 -0.4819
C 3.1504 -2.4573 0.8105
N 1.9670 -2.0317 1.3342
H 2.0816 -3.4601 4.3474
H 4.2798 -4.3033 3.4410
H 5.8978 -4.3400 1.5459
H 6.5257 -3.5991 -0.7209
H 5.0120 -2.1112 -2.0031
H 2.8644 -1.3906 -1.0377
O 0.8897 1.5985 -0.2193
C 1.5501 1.8664 0.8326
C 1.8390 3.2253 1.4023
C 2.5002 2.8653 2.7351
C 2.5748 1.3335 2.7307
O 3.0539 0.6438 3.5919
N 1.9794 0.8603 1.5636
H 0.9049 3.7813 1.5016
H 2.4892 3.7777 0.7214
H 1.8897 3.1620 3.5879
H 3.4951 3.2839 2.8762
C 1.2303 2.3555 -3.6928
C 0.7383 0.9534 -3.7996
C 0.4369 0.3031 -4.9591
C 0.0047 -1.0375 -4.8680
N -0.1267 -1.6689 -3.7187
C 0.1453 -1.0106 -2.5821
S -0.0595 -1.7976 -1.1005
N 0.5890 0.2767 -2.6388
C -0.3168 -1.8218 -6.1001
H 1.2746 2.8216 -4.6738
H 2.2246 2.3726 -3.2436
H 0.5677 2.9301 -3.0461
H 0.5298 0.7998 -5.9127
H 0.7671 0.7668 -1.7557
H -0.3376 -1.1952 -6.9891
H -1.2773 -2.3187 -5.9731
H 0.4348 -2.6017 -6.2327
C -4.9993 -2.6296 1.9373
C -3.7226 -3.1575 1.8143
C -2.6571 -2.3357 1.4754
C -2.8440 -0.9764 1.2427
C -4.1385 -0.4637 1.3632
C -5.2070 -1.2756 1.7137
Si -1.5283 0.2661 0.7316
C -1.5541 1.7857 1.8830
C -2.2322 2.9493 1.4998
C -2.2734 4.0756 2.3123
C -1.6404 4.0671 3.5453
C -0.9876 2.9157 3.9624
C -0.9513 1.7923 3.1481
C -2.1370 0.8480 -0.9941
C -2.9167 -0.0326 -1.7537
C -3.3159 0.2690 -3.0479
C -2.9631 1.4827 -3.6211
C -2.2028 2.3817 -2.8878
C -1.7858 2.0599 -1.6019
H -5.8283 -3.2697 2.2118
H -3.5503 -4.2112 1.9936
H -1.6679 -2.7678 1.3972
H -4.3213 0.5920 1.1848
H -6.1990 -0.8524 1.8111
H -2.7562 2.9846 0.5555
H -2.8097 4.9565 1.9806
H -1.6736 4.9408 4.1844
H -0.5134 2.8826 4.9361
H -0.4500 0.9036 3.5006
H -3.2086 -0.9860 -1.3295
H -3.9126 -0.4433 -3.6045
H -3.2856 1.7300 -4.6252
H -1.9353 3.3399 -3.3192
H -1.1681 2.7666 -1.0630
*
```

Results
⟨S²⟩ = 1.117
energy above the lowest of the compared OMol25 structures with the same formula, charge and spin = 0.2034 eV
Kohn-Sham gap (spin up / spin down) = 7.96 / 7.56 eV

***

[4]
# C38H33GdN6O3S5

C38H33GdN6O3S5 as an isolated structure (ωB97M-V/def2-TZVPD, OMol25).

Geometry as ORCA input:
```
! RIJCOSX wB97M-V def2-TZVPD def2/J DEFGRID3
* xyz 0 8
Gd 0.0779 0.4571 0.2051
S -0.0432 -0.7029 -2.9769
C 0.1005 -2.2649 -3.6826
C 0.4569 -2.2609 -5.0599
C 0.6202 -3.3888 -5.8059
C 0.4132 -4.6359 -5.1630
C 0.2035 -4.7385 -3.7948
C -0.0629 -3.5549 -3.0497
S -0.5984 -3.9142 -1.4238
C -2.0129 -2.8292 -1.1115
C -2.3936 -2.8742 0.3422
C -3.2591 -3.9919 0.6870
C -3.3516 -4.3741 2.0144
C -2.7388 -3.5354 2.9587
C -1.8519 -2.4991 2.5389
C -0.9909 -1.8206 3.5837
S 0.4548 -0.9581 2.8965
C 1.6161 -2.2743 2.5052
C 2.3470 -2.6276 3.6276
C 3.3548 -3.5950 3.5966
C 3.7251 -4.0371 2.3308
C 3.0817 -3.5668 1.1465
C 1.9937 -2.7469 1.2232
S 1.1574 -2.2988 -0.2921
N -1.8486 -2.0979 1.2494
H 0.7323 -1.2508 -5.5149
H 0.8895 -3.2851 -6.8732
H 0.4189 -5.5592 -5.7549
H 0.1939 -5.6902 -3.2528
H -2.8430 -3.2167 -1.6672
H -1.6767 -1.7922 -1.4011
H -3.8302 -4.5697 -0.0999
H -3.9629 -5.2160 2.3322
H -2.8293 -3.6828 4.0100
H -0.5271 -2.5718 4.2318
H -1.5933 -1.1285 4.2209
H 2.1093 -2.0639 4.5627
H 3.8802 -3.9711 4.4913
H 4.6658 -4.6191 2.2239
H 3.4899 -3.9777 0.2070
O 3.3889 2.2021 1.6433
S 2.8070 1.6754 0.4346
O 2.2942 0.3064 0.5904
N 1.4746 2.3890 -0.0721
C 1.1027 3.6164 0.3314
C 1.8142 4.7931 0.0205
C 1.5378 5.9990 0.6546
C 0.5318 6.0744 1.5850
C -0.1058 4.8790 2.0554
C -1.0467 4.8724 3.1210
C -1.5271 3.6747 3.5756
C -1.2907 2.4794 2.8264
N -0.4085 2.4497 1.8392
C 0.1648 3.6339 1.4399
C 3.8444 1.6205 -0.8960
C 3.4036 1.0870 -2.1609
C 4.2362 1.3283 -3.2466
C 5.4714 1.9932 -3.1039
C 5.8631 2.4980 -1.8735
C 5.0729 2.2795 -0.7633
H 2.5420 4.7341 -0.7787
H 2.1169 6.8721 0.3584
H 0.2525 7.0857 1.9207
H -1.1796 5.8021 3.7191
H -1.9749 3.5527 4.5660
H -1.8415 1.5386 3.1127
H 2.4437 0.5666 -2.3067
H 4.0676 0.8628 -4.2195
H 6.2304 1.9418 -3.9528
H 6.7928 3.0387 -1.7188
H 5.4302 2.5607 0.2603
C -5.8327 2.3164 -0.9710
N -4.4585 1.9662 -0.7488
C -3.3360 2.4343 -1.6049
C -2.1942 1.7117 -0.9360
O -0.9685 1.9040 -1.2397
N -2.6167 0.8608 0.0379
C -3.9576 1.0218 0.0823
N -4.6648 0.3808 1.0279
H -5.9064 3.4011 -0.9319
H -6.4413 1.8257 -0.1911
H -6.1682 1.9414 -1.9354
H -3.2762 3.5219 -1.5821
H -3.4539 2.1449 -2.6625
H -4.1599 -0.4147 1.4373
H -5.6425 0.3023 0.9949
*
```

Results
⟨S²⟩ = 15.827
energy above the lowest of the compared OMol25 structures with the same formula, charge and spin = 7.3970 eV
Kohn-Sham gap (spin up / spin down) = 3.45 / 5.41 eV

***

[5]
# C38H33N2ORuS2Se2

C38H33N2ORuS2Se2 as an isolated structure (ωB97M-V/def2-TZVPD, OMol25).

Geometry as ORCA input:
```
! RIJCOSX wB97M-V def2-TZVPD def2/J DEFGRID3
* xyz 0 2
Ru -0.3792 1.0538 0.3413
S -0.3941 -5.3524 -2.6109
C -0.5555 -5.2448 -4.3091
C -0.8303 -3.9736 -4.7092
C -0.9215 -3.0687 -3.6195
C -0.7173 -3.6730 -2.4107
C -0.7511 -3.0488 -1.0842
C -0.4379 -1.6834 -0.9843
N -0.5069 -0.9932 0.1443
C -0.7829 -1.6770 1.2847
C -1.0810 -3.0412 1.2895
C -1.3417 -3.6829 2.5483
C -1.2589 -3.0063 3.7133
C -0.8994 -1.6161 3.7307
C -0.6962 -0.8798 4.8999
C -0.2951 0.4394 4.8299
C -0.1232 1.0007 3.5494
N -0.2912 0.3219 2.4352
C -0.6772 -0.9671 2.5112
C -0.0537 1.2416 6.0360
C -0.2890 0.8967 7.3386
C 0.0657 1.9155 8.2588
C 0.5652 3.0197 7.6405
S 0.6173 2.8268 5.9458
C -1.0891 -3.7263 0.0671
H -0.4343 -6.1232 -4.9215
H -0.9724 -3.6891 -5.7412
H -1.1571 -2.0175 -3.7300
H -0.1369 -1.1262 -1.8586
H -1.5970 -4.7354 2.5406
H -1.4458 -3.5061 4.6556
H -0.8391 -1.3643 5.8575
H 0.1275 2.0470 3.4228
H -0.7151 -0.0495 7.6388
H -0.0534 1.8327 9.3288
H 0.9044 3.9383 8.0903
H -1.3574 -4.7757 0.0377
C 2.7659 -0.7536 -1.1091
Se 2.1934 0.8309 -0.1408
C 3.3100 0.6758 1.4570
C 3.8755 -0.6846 1.7740
Se 2.5127 -1.9991 2.2255
C 3.7492 -3.4742 2.4796
H 2.2602 -0.6898 -2.0706
H 2.4855 -1.6689 -0.5932
H 3.8409 -0.7077 -1.2700
H 2.6791 1.0542 2.2623
H 4.1279 1.3775 1.2975
H 4.5348 -0.5903 2.6389
H 4.4612 -1.0768 0.9416
H 4.4423 -3.2517 3.2876
H 4.2910 -3.6655 1.5560
H 3.1625 -4.3511 2.7394
O -1.7299 1.9690 0.8946
C -2.9912 1.8059 -6.4293
C -3.6897 0.9754 -5.5652
C -3.1761 0.6927 -4.3086
C -1.9667 1.2399 -3.8723
C -1.2664 2.0581 -4.7630
C -1.7751 2.3386 -6.0215
C -1.4858 0.8748 -2.5192
C -0.7161 1.5581 -1.6662
C -0.3322 2.9677 -1.9809
C -1.3189 3.9504 -1.8948
C -1.0333 5.2771 -2.1610
C 0.2469 5.6644 -2.5151
C 1.2456 4.7056 -2.5891
C 0.9630 3.3736 -2.3143
H -3.3852 2.0298 -7.4124
H -4.6365 0.5466 -5.8693
H -3.7290 0.0442 -3.6368
H -0.3149 2.4774 -4.4693
H -1.2140 2.9785 -6.6913
H -1.9106 -0.0734 -2.1886
H -2.3221 3.6538 -1.6110
H -1.8204 6.0192 -2.0940
H 0.4628 6.7053 -2.7219
H 2.2548 4.9928 -2.8604
H 1.7500 2.6369 -2.3721
*
```

Results
⟨S²⟩ = 0.762
energy above the lowest of the compared OMol25 structures with the same formula, charge and spin = 0.0000 eV
Kohn-Sham gap (spin up / spin down) = 5.78 / 5.57 eV

***

[6]
# C38H34AsN8OPPt

C38H34AsN8OPPt as an isolated structure (ωB97M-V/def2-TZVPD, OMol25).

Geometry as ORCA input:
```
! RIJCOSX wB97M-V def2-TZVPD def2/J DEFGRID3
* xyz 2 5
Pt -0.1037 -23.2906 -0.4474
C 4.3455 -19.9128 3.0380
C 4.1925 -18.9494 2.0547
C 3.3233 -19.2117 0.9961
C 2.7157 -20.4583 0.9194
C 1.7895 -20.9728 -0.0925
N 1.3158 -22.1526 0.3992
C 1.9922 -22.5110 1.5467
N 1.9700 -23.6742 2.1977
C 1.1932 -24.7040 1.8799
C 1.2321 -25.9916 2.5437
C 1.9946 -26.4595 3.6052
C 1.7744 -27.7709 4.0845
C 0.7840 -28.5503 3.4796
C -0.0344 -28.0480 2.4682
C 0.2816 -26.8074 1.9243
C -0.2481 -26.0392 0.8313
N -1.0351 -26.5212 -0.1024
C -1.4212 -25.9006 -1.2190
N -1.1957 -24.5806 -1.5478
C -1.6221 -24.3711 -2.8543
N -1.4184 -23.2810 -3.5687
C -0.6894 -22.2376 -3.2215
N -0.0899 -21.9994 -2.0028
C 0.6035 -20.8501 -2.0847
N 1.4267 -20.3338 -1.1655
C 0.3810 -20.2388 -3.4059
C 0.8291 -19.0497 -3.9921
C 0.2877 -18.7535 -5.2504
C -0.5004 -19.6475 -5.9623
C -0.8675 -20.8848 -5.3826
C -0.4316 -21.1405 -4.1097
C -2.2711 -25.5824 -3.3237
C -2.8598 -25.9062 -4.5541
C -3.1857 -27.2395 -4.7685
C -3.0089 -28.2369 -3.8106
C -2.3914 -27.9138 -2.5947
C -2.0382 -26.5727 -2.3369
N 0.2451 -24.7406 0.9047
C 2.8388 -21.4045 1.9232
C 3.6713 -21.1293 3.0024
H 5.0106 -19.7255 3.8941
H 4.8081 -18.0539 2.1361
H 3.0603 -18.4530 0.2253
H 2.7041 -25.8048 4.0613
H 2.2712 -28.1452 5.0054
H 0.5447 -29.5568 3.8434
H -0.9083 -28.5644 2.0548
H 1.3513 -18.3296 -3.3557
H 0.3983 -17.7494 -5.6514
H -0.8783 -19.4121 -6.9560
H -1.5270 -21.5555 -5.8719
H -2.9873 -25.1570 -5.3261
H -3.6802 -27.5312 -5.6970
H -3.2781 -29.3007 -4.0114
H -2.2679 -28.7025 -1.8342
H 3.8558 -21.8238 3.8713
C 4.3092 -25.2880 -3.1216
As 2.9315 -25.3872 -1.7299
C 4.1144 -25.5172 -0.2051
C 1.9294 -27.0401 -1.7568
O 1.9578 -24.0026 -1.8478
H 4.9215 -26.2133 -3.2047
H 4.9783 -24.4447 -2.9273
H 3.7282 -25.0832 -4.0315
H 4.9640 -26.1827 -0.3633
H 3.6357 -25.9177 0.6922
H 4.3622 -24.4504 0.0237
H 2.4395 -27.8763 -2.2254
H 0.9435 -26.8192 -2.2006
H 1.7840 -27.2911 -0.6700
C -2.8434 -21.3084 -0.5619
P -1.7923 -22.3408 0.5190
C -2.9987 -23.5482 1.1571
C -1.3968 -21.5109 2.0555
H -3.6371 -20.8699 0.1062
H -3.3421 -21.8939 -1.3517
H -2.3028 -20.4331 -0.9957
H -3.7930 -22.9065 1.5849
H -2.5788 -24.2024 1.9900
H -3.3690 -24.1996 0.3531
H -2.2433 -20.8010 2.2419
H -0.4823 -20.9160 1.9732
H -1.3671 -22.1614 2.9287
*
```

Results
⟨S²⟩ = 6.039
energy above the lowest of the compared OMol25 structures with the same formula, charge and spin = 0.0000 eV
Kohn-Sham gap (spin up / spin down) = 3.85 / 2.54 eV

***

- Look up the ⟨S²⟩ of the second one.
  8.753